Record 1
CH3N3OS | the ωB97M-V functional and the def2-TZVPD basis

Orbital gap (spin up / spin down): 8.4297 / 8.4290 eV
HOMO level (spin up / spin down): -8.255 / -8.255 eV
LUMO level (spin up / spin down): 0.17 / 0.17 eV
Energy relative to the best compared isomer or geometry (same formula, charge and spin): 32.59 kcal/mol

The geometry in ORCA input format:
```
! RIJCOSX wB97M-V def2-TZVPD def2/J DEFGRID3
* xyz 0 1
C -0.33 -0.61 -1.33
N -1.17 1.08 3.26
N -0.16 1.17 2.79
N 0.87 0.01 -1.12
O -0.91 -1.08 -0.27
S 0.92 0.71 0.51
H -0.45 -1.04 -2.32
H -0.12 -0.70 0.36
H 1.35 0.47 -1.86
*
```

Record 2
C7H4ClINO4PdS2 | the ωB97M-V functional and the def2-TZVPD basis

Orbital gap (spin up / spin down): 6.8561 / 6.8549 eV
HOMO level (spin up / spin down): -5.298 / -5.298 eV
LUMO level (spin up / spin down): 1.56 / 1.56 eV
Energy relative to the best compared isomer or geometry (same formula, charge and spin): 0.00 kcal/mol

The geometry in ORCA input format:
```
! RIJCOSX wB97M-V def2-TZVPD def2/J DEFGRID3
* xyz -1 1
Pd 0.26 -3.29 0.63
S 1.93 -1.90 0.13
C 1.31 -0.29 0.08
N 0.10 0.16 0.14
C 0.08 1.53 0.04
C -1.08 2.31 0.08
C -0.97 3.68 -0.06
C 0.27 4.30 -0.23
C 1.43 3.54 -0.27
C 1.32 2.16 -0.13
S 2.56 0.95 -0.12
H -2.04 1.82 0.21
H -1.87 4.29 -0.03
H 0.33 5.37 -0.33
H 2.40 4.01 -0.40
O -1.86 -6.53 -0.80
Cl -1.35 -5.22 -0.59
O -1.08 -5.04 0.87
O -2.26 -4.21 -1.03
O -0.06 -5.03 -1.25
I 0.58 -2.62 3.05
*
```

Record 3
C3H7NO2 | the ωB97M-V functional and the def2-TZVPD basis

Orbital gap: 9.7801 eV
HOMO level: -9.046 eV
SMILES: CO/C(C)=N\O
LUMO level: 0.73 eV
Energy relative to the best compared isomer or geometry (same formula, charge and spin): 72.62 kcal/mol

The geometry in ORCA input format:
```
! RIJCOSX wB97M-V def2-TZVPD def2/J DEFGRID3
* xyz 0 1
C 1.49 -0.11 -0.80
O 0.25 0.56 -0.76
C -0.71 0.19 0.16
C -0.43 -0.82 1.25
N -1.86 0.72 0.09
O -2.01 1.61 -0.96
H 1.37 -1.19 -0.74
H 2.07 0.15 -1.71
H 2.09 0.22 0.06
H -0.24 -1.87 0.94
H -1.31 -0.77 1.92
H 0.38 -0.48 1.89
H -1.12 1.81 -1.34
*
```

Record 4
C3H14N2O2S | the ωB97M-V functional and the def2-TZVPD basis

Orbital gap: 8.8604 eV
HOMO level: -8.496 eV
SMILES: NCNCCS.O.O
LUMO level: 0.36 eV
Energy relative to the best compared isomer or geometry (same formula, charge and spin): 10.55 kcal/mol

The geometry in ORCA input format:
```
! RIJCOSX wB97M-V def2-TZVPD def2/J DEFGRID3
* xyz 0 1
N -1.91 0.55 -0.97
C -1.96 -0.90 -0.81
N -1.24 -1.46 0.34
C 0.19 -1.77 0.06
C 1.13 -0.90 0.87
S 2.86 -1.29 0.38
H -1.90 1.08 -0.11
H -1.17 0.75 -1.62
H -1.65 -1.45 -1.68
H -3.01 -1.15 -0.64
H -1.29 -0.78 1.09
H 0.42 -1.67 -1.00
H 0.31 -2.82 0.34
H 1.06 -1.03 1.94
H 0.96 0.16 0.67
H 3.29 -0.14 -0.17
O -1.06 2.18 1.36
H -0.92 2.32 2.30
H -1.22 3.07 0.98
O -0.65 3.52 -1.50
H 0.24 3.27 -1.74
H -1.20 2.99 -2.08
*
```

Record 5
C4H8N2 | the ωB97M-V functional and the def2-TZVPD basis

Orbital gap: 8.4081 eV
HOMO level: -8.633 eV
SMILES: CC(C)N=C=N
LUMO level: -0.22 eV
Energy relative to the best compared isomer or geometry (same formula, charge and spin): 67.25 kcal/mol

The geometry in ORCA input format:
```
! RIJCOSX wB97M-V def2-TZVPD def2/J DEFGRID3
* xyz 0 1
C -0.73 -1.11 -0.55
C -0.31 0.18 0.13
C -1.28 1.32 -0.11
N 1.00 0.68 -0.03
C 1.85 -0.11 0.41
N 3.07 -0.25 0.59
H -1.78 -1.34 -0.33
H -0.63 -0.99 -1.63
H -0.17 -1.97 -0.19
H 0.03 -0.23 1.29
H -2.32 1.04 0.01
H -1.04 2.18 0.51
H -1.14 1.65 -1.15
H 3.46 -1.06 1.03
*
```

Record 6
C19H16IN4O4STc | the ωB97M-V functional and the def2-TZVPD basis

Orbital gap (spin up / spin down): 6.0390 / 6.0371 eV
HOMO level (spin up / spin down): -14.463 / -14.463 eV
LUMO level (spin up / spin down): -8.42 / -8.43 eV
Energy relative to the best compared isomer or geometry (same formula, charge and spin): 9.76 kcal/mol

The geometry in ORCA input format:
```
! RIJCOSX wB97M-V def2-TZVPD def2/J DEFGRID3
* xyz 2 1
Tc -0.46 0.20 -1.05
C -2.39 -2.51 2.18
C -1.09 -1.91 2.59
N -0.67 -2.07 3.83
C 0.50 -1.53 4.23
C 1.35 -0.83 3.40
C 2.64 -0.25 3.91
O 2.79 1.11 3.50
C 0.93 -0.66 2.07
C 1.76 0.01 1.14
N 1.44 0.46 -0.04
C 2.48 1.25 -0.66
C 3.37 1.99 0.11
C 4.40 2.70 -0.49
C 4.55 2.71 -1.86
C 3.64 2.03 -2.66
C 2.62 1.32 -2.04
I 1.20 0.37 -3.21
C -0.29 -1.17 1.67
O -0.72 -1.03 0.42
H -2.66 -3.29 2.89
H -2.35 -2.93 1.18
H -3.18 -1.75 2.19
H 0.75 -1.68 5.27
H 3.49 -0.81 3.51
H 2.68 -0.35 4.99
H 2.58 1.69 4.23
H 2.79 0.14 1.44
H 3.26 2.04 1.19
H 5.08 3.26 0.14
H 5.35 3.26 -2.33
H 3.72 2.05 -3.73
O -1.43 -0.76 -2.48
N -2.77 -0.70 -2.79
C -3.15 -1.31 -3.94
C -4.48 -1.37 -4.25
C -5.41 -0.82 -3.36
C -5.01 -0.21 -2.20
C -3.64 -0.13 -1.92
S -2.99 0.70 -0.56
H -2.34 -1.73 -4.52
H -4.78 -1.85 -5.16
H -6.47 -0.88 -3.60
H -5.72 0.22 -1.51
O -0.78 3.04 -0.81
N -0.61 1.94 -0.93
*
```

Record 7
B5CuF16H4 | the ωB97M-V functional and the def2-TZVPD basis

Orbital gap (spin up / spin down): 9.1611 / 7.7277 eV
HOMO level (spin up / spin down): -1.513 / -1.488 eV
<S²>: 0.752
LUMO level (spin up / spin down): 7.65 / 6.24 eV
Energy relative to the best compared isomer or geometry (same formula, charge and spin): 0.00 kcal/mol

The geometry in ORCA input format:
```
! RIJCOSX wB97M-V def2-TZVPD def2/J DEFGRID3
* xyz -3 2
Cu 0.26 -0.09 -0.05
B 0.23 -0.19 -2.26
H -0.64 0.46 -1.76
H 1.27 0.18 -1.82
H 0.10 -1.37 -2.08
H 0.13 0.04 -3.44
B 1.54 3.00 0.13
F 1.56 3.91 1.19
F 2.76 3.10 -0.58
F 1.44 1.65 0.67
F 0.47 3.23 -0.74
B 2.31 -1.76 0.70
F 1.36 -2.53 0.03
F 1.63 -1.03 1.71
F 3.31 -2.56 1.29
F 2.86 -0.83 -0.20
B -1.76 1.24 1.78
F -2.97 0.66 2.19
F -0.66 0.52 2.31
F -1.62 1.15 0.36
F -1.74 2.57 2.20
B -2.38 -2.27 -0.34
F -1.33 -1.54 0.34
F -1.81 -3.35 -1.05
F -3.26 -2.75 0.64
F -3.05 -1.44 -1.25
*
```

Record 8
C4H13NO2 | the ωB97M-V functional and the def2-TZVPD basis

Orbital gap: 8.5771 eV
HOMO level: -7.750 eV
SMILES: C/C=C(/C)N.O.O
LUMO level: 0.83 eV
Energy relative to the best compared isomer or geometry (same formula, charge and spin): 52.79 kcal/mol

The geometry in ORCA input format:
```
! RIJCOSX wB97M-V def2-TZVPD def2/J DEFGRID3
* xyz 0 1
C 0.48 0.00 -0.46
C -0.70 -0.83 0.27
C -0.48 -1.56 1.43
C -1.29 -2.75 1.79
N 0.79 -1.25 2.13
H 1.48 -0.55 -0.32
H 0.38 0.17 -1.51
H 0.67 1.02 0.06
H -1.67 -0.73 -0.29
H -1.13 -2.93 2.84
H -1.20 -3.48 1.08
H -2.37 -2.48 1.92
H 1.56 -1.03 1.50
H 1.07 -1.91 2.89
O 4.52 5.59 -0.51
H 5.14 4.86 -0.31
H 4.23 5.38 -1.47
O -3.76 -0.38 -3.43
H -4.02 -1.01 -4.07
H -3.78 0.53 -3.95
*
```

Record 9
C24H60N4O10S4 | the ωB97M-V functional and the def2-TZVPD basis

Orbital gap: 8.2388 eV
HOMO level: -8.210 eV
LUMO level: 0.03 eV

The geometry in ORCA input format:
```
! RIJCOSX wB97M-V def2-TZVPD def2/J DEFGRID3
* xyz 0 1
C 3.33 5.01 0.65
S 4.34 6.23 1.60
O 3.50 7.49 1.63
C 4.17 5.45 3.26
H 3.64 4.03 0.99
H 3.64 5.21 -0.38
H 2.25 5.12 0.69
H 4.73 6.10 3.92
H 4.44 4.40 3.23
H 3.11 5.49 3.53
C 4.76 0.58 2.91
S 6.46 0.28 2.41
O 6.72 -1.18 2.55
C 6.18 0.57 0.63
H 4.11 -0.29 2.94
H 4.22 1.31 2.31
H 4.80 1.07 3.89
H 7.05 0.22 0.06
H 6.04 1.63 0.41
H 5.37 -0.01 0.18
C 0.56 -3.35 1.47
S -0.18 -4.66 0.46
O 0.63 -5.87 0.79
C -1.76 -4.58 1.34
H 1.57 -3.10 1.19
H 0.54 -3.65 2.52
H -0.13 -2.50 1.44
H -2.44 -5.43 1.24
H -2.30 -3.68 1.05
H -1.62 -4.36 2.41
C 0.19 0.19 -0.24
S 1.44 0.73 0.96
O 1.87 -0.57 1.59
C 2.66 1.39 -0.21
H 0.46 -0.76 -0.71
H -0.10 0.90 -1.00
H -0.68 0.02 0.40
H 3.41 1.89 0.40
H 2.18 2.17 -0.80
H 3.21 0.66 -0.80
C -3.50 -0.92 0.06
O -2.95 -1.95 -0.32
N -4.51 -0.90 0.94
C -5.20 -2.11 1.42
C -4.94 0.36 1.50
H -3.10 0.10 -0.10
H -4.59 -2.54 2.21
H -5.37 -2.80 0.60
H -6.16 -1.75 1.79
H -5.97 0.62 1.23
H -4.83 0.39 2.59
H -4.40 1.23 1.11
C 2.07 0.11 -4.75
O 2.24 0.67 -3.68
N 1.04 0.35 -5.60
C -0.03 1.24 -5.23
C 1.17 0.06 -7.03
H 2.79 -0.65 -5.10
H 0.07 2.26 -5.61
H -0.05 1.31 -4.15
H -0.97 0.82 -5.60
H 1.98 -0.62 -7.28
H 0.23 -0.38 -7.35
H 1.33 1.02 -7.53
C -1.42 -2.91 5.15
O -1.98 -3.75 5.82
N -1.98 -1.73 4.78
C -3.36 -1.45 5.16
C -1.35 -0.85 3.82
H -0.37 -2.97 4.82
H -4.09 -1.62 4.37
H -3.40 -0.38 5.39
H -3.58 -1.97 6.08
H -1.40 -1.11 2.76
H -1.82 0.13 3.93
H -0.30 -0.66 4.06
C -1.85 3.50 0.46
O -1.94 2.29 0.30
N -1.27 4.34 -0.41
C -0.74 3.93 -1.69
C -1.16 5.77 -0.14
H -2.32 4.01 1.31
H -1.28 4.47 -2.47
H -0.86 2.86 -1.86
H 0.33 4.16 -1.73
H -0.12 6.06 -0.02
H -1.54 6.33 -1.00
H -1.72 6.02 0.76
O -0.75 -3.70 -4.93
C -0.54 -3.33 -3.81
O -1.00 -3.92 -2.69
C -1.74 -5.12 -2.88
C -3.23 -4.85 -2.75
C 0.28 -2.15 -3.47
H -1.34 -5.87 -2.19
H -1.56 -5.56 -3.86
H -3.45 -4.58 -1.71
H -3.81 -5.77 -2.92
H -3.59 -4.08 -3.43
H -0.21 -1.18 -3.61
H 1.21 -2.17 -4.04
H 0.55 -2.23 -2.41
*
```

Record 10
C3H10N3O3 | the ωB97M-V functional and the def2-TZVPD basis

Orbital gap (spin up / spin down): 8.1018 / 8.0994 eV
HOMO level (spin up / spin down): -14.878 / -14.876 eV
LUMO level (spin up / spin down): -6.78 / -6.78 eV
Energy relative to the best compared isomer or geometry (same formula, charge and spin): 185.08 kcal/mol

The geometry in ORCA input format:
```
! RIJCOSX wB97M-V def2-TZVPD def2/J DEFGRID3
* xyz 1 1
C 0.29 -1.82 0.70
C 1.78 0.06 0.34
C 1.23 1.02 -0.86
N -1.81 0.05 -0.71
N 0.74 -0.48 0.94
N -1.31 0.06 0.39
O 0.97 2.35 -0.56
O -3.17 0.25 -0.87
O -2.12 0.12 1.48
H 0.16 -2.05 -0.34
H 1.07 -2.48 1.20
H -0.52 -2.03 1.29
H 2.47 -0.66 -0.36
H 2.48 0.55 0.97
H 0.22 0.59 -1.22
H 2.04 0.86 -1.58
H 1.80 2.76 -0.42
H -3.26 0.75 -1.68
H -3.07 0.11 1.30
*
```

Record 11
C3H5NO | the ωB97M-V functional and the def2-TZVPD basis

Orbital gap (spin up / spin down): 8.4112 / 8.1719 eV
HOMO level (spin up / spin down): -8.560 / -8.352 eV
SMILES: C=C[N+](=C)[O-]
LUMO level (spin up / spin down): -0.15 / -0.18 eV
Energy relative to the best compared isomer or geometry (same formula, charge and spin): 105.54 kcal/mol

The geometry in ORCA input format:
```
! RIJCOSX wB97M-V def2-TZVPD def2/J DEFGRID3
* xyz 0 1
C -1.32 -0.65 0.03
C -0.07 -0.98 -0.14
N 0.97 -0.05 0.00
C 0.67 1.39 -0.02
O 2.18 -0.28 0.10
H -2.17 -1.30 -0.16
H -1.75 0.31 0.32
H 0.14 -2.03 -0.15
H 1.62 1.85 0.04
H -0.27 1.74 -0.02
*
```

Record 12
C2H7NO4P | the ωB97M-V functional and the def2-TZVPD basis

Orbital gap: 8.5181 eV
HOMO level: -4.487 eV
SMILES: CN(C)[P@](=O)([O-])OO
LUMO level: 4.03 eV
Energy relative to the best compared isomer or geometry (same formula, charge and spin): 69.97 kcal/mol

The geometry in ORCA input format:
```
! RIJCOSX wB97M-V def2-TZVPD def2/J DEFGRID3
* xyz -1 1
C -0.28 0.94 -0.89
N 0.28 0.66 0.45
C -0.42 -0.33 1.14
P 2.15 0.42 0.23
O 2.57 -0.40 1.43
O 2.74 1.75 -0.15
O 2.26 -0.45 -1.18
O 2.28 -1.87 -0.95
H 0.54 1.22 -1.49
H -0.78 0.12 -1.28
H -0.90 1.87 -0.83
H 0.11 -0.53 2.13
H -1.56 -0.20 1.31
H -0.49 -1.25 0.54
H 2.69 -1.70 -0.02
*
```

Record 13
C40H55AsCl5NO2Ti | the ωB97M-V functional and the def2-TZVPD basis

Orbital gap (spin up / spin down): 5.3314 / 5.3296 eV
HOMO level (spin up / spin down): -13.834 / -13.832 eV
LUMO level (spin up / spin down): -8.50 / -8.50 eV
Energy relative to the best compared isomer or geometry (same formula, charge and spin): 0.00 kcal/mol

The geometry in ORCA input format:
```
! RIJCOSX wB97M-V def2-TZVPD def2/J DEFGRID3
* xyz 2 1
Ti 0.77 -0.19 1.30
C 0.79 1.81 -5.66
C 1.56 0.50 -5.42
C 2.89 0.57 -6.16
C 0.74 -0.68 -5.96
C 1.74 0.32 -3.91
C 0.65 0.26 -3.08
C 0.84 0.10 -1.69
N -0.08 0.02 -0.71
C -1.39 -0.05 -0.74
C -2.25 -0.28 -1.86
C -3.59 -0.26 -1.67
C -4.09 0.01 -0.34
C -3.34 0.17 0.81
C -1.95 0.08 0.59
O -1.06 0.10 1.56
C -3.99 0.36 2.18
C -3.51 -0.70 3.17
C -3.65 1.76 2.69
C -5.52 0.24 2.09
C -4.61 -0.51 -2.77
C -5.49 0.74 -2.92
C -3.93 -0.82 -4.10
C -5.48 -1.72 -2.37
C 2.16 0.08 -1.15
O 2.21 0.02 0.19
C 3.30 0.11 -1.96
C 3.03 0.22 -3.32
C 4.72 -0.03 -1.41
C 5.76 0.07 -2.53
C 5.02 1.08 -0.39
C 4.84 -1.41 -0.75
H 0.65 1.96 -6.73
H 1.33 2.67 -5.27
H -0.20 1.79 -5.20
H 2.70 0.71 -7.22
H 3.46 -0.35 -6.06
H 3.51 1.40 -5.83
H 0.61 -0.58 -7.03
H -0.25 -0.74 -5.50
H 1.25 -1.63 -5.77
H -0.34 0.37 -3.49
H -1.84 -0.53 -2.82
H -5.16 0.04 -0.24
H -2.45 -0.61 3.39
H -3.69 -1.71 2.80
H -4.05 -0.59 4.11
H -2.57 1.93 2.71
H -4.02 1.88 3.71
H -4.10 2.54 2.07
H -5.83 -0.74 1.70
H -5.97 1.02 1.47
H -5.94 0.34 3.09
H -4.89 1.60 -3.21
H -6.03 0.98 -2.01
H -6.23 0.56 -3.70
H -3.33 0.02 -4.45
H -4.70 -1.00 -4.85
H -3.30 -1.71 -4.05
H -6.05 -1.54 -1.45
H -4.88 -2.62 -2.23
H -6.21 -1.91 -3.15
H 3.88 0.25 -3.98
H 5.72 1.03 -3.04
H 5.65 -0.72 -3.26
H 6.75 -0.03 -2.09
H 4.93 2.07 -0.84
H 6.05 0.97 -0.04
H 4.37 1.03 0.48
H 4.69 -2.20 -1.49
H 4.12 -1.54 0.05
H 5.84 -1.53 -0.33
Cl -1.31 -2.92 0.76
C 0.24 -3.23 1.48
C 1.10 -2.18 1.76
C 2.33 -2.50 2.32
Cl 3.44 -1.22 2.73
C 2.72 -3.81 2.59
Cl 4.25 -4.15 3.27
C 1.83 -4.85 2.30
Cl 2.27 -6.46 2.62
C 0.58 -4.56 1.74
Cl -0.50 -5.83 1.38
C 1.05 -1.01 5.46
C 0.30 0.24 5.03
As 1.09 1.20 3.53
C 2.83 1.79 4.16
C 2.73 2.83 5.27
C 0.06 2.84 3.32
C -0.79 3.24 4.52
H 0.58 -1.41 6.36
H 2.09 -0.81 5.70
H 1.01 -1.79 4.70
H 0.25 0.98 5.83
H -0.73 0.01 4.75
H 3.37 2.17 3.30
H 3.35 0.90 4.51
H 2.26 3.75 4.94
H 3.73 3.08 5.62
H 2.18 2.46 6.14
H -0.56 2.71 2.43
H 0.79 3.61 3.07
H -1.55 2.49 4.75
H -1.32 4.17 4.30
H -0.20 3.41 5.42
*
```

Record 14
C8H27O5 | the ωB97M-V functional and the def2-TZVPD basis

Orbital gap: 10.7407 eV
HOMO level: -13.161 eV
LUMO level: -2.42 eV
Energy relative to the best compared isomer or geometry (same formula, charge and spin): 134.51 kcal/mol

The geometry in ORCA input format:
```
! RIJCOSX wB97M-V def2-TZVPD def2/J DEFGRID3
* xyz 1 1
O 0.98 -0.14 0.02
H 1.22 0.83 -0.12
H 0.28 -0.14 0.90
H 0.59 -0.71 -0.61
C 1.15 -3.03 -1.83
C -0.31 -3.13 -1.40
O -0.59 -2.38 -0.27
H 1.29 -2.05 -2.04
H 1.38 -3.47 -2.83
H 1.73 -3.33 -1.01
H -0.55 -4.17 -1.41
H -1.07 -2.61 -2.14
H -1.49 -2.55 0.16
C 2.27 2.89 0.89
C 1.44 3.49 -0.23
O 0.51 2.55 -0.76
H 1.56 2.41 1.56
H 2.86 3.59 1.35
H 3.02 2.06 0.58
H 2.00 3.58 -1.15
H 0.99 4.45 0.03
H -0.11 3.04 -1.40
C 0.86 -1.16 3.14
C -0.23 -0.32 3.26
O -0.74 0.40 2.11
H 1.59 -0.48 2.84
H 0.71 -2.17 2.47
H 1.11 -1.70 3.97
H -0.35 0.16 4.24
H -1.31 -0.90 3.35
H -1.63 0.74 2.27
C -2.35 0.62 -0.82
C -2.20 0.51 -2.30
O -0.78 0.09 -2.51
H -3.34 0.76 -0.94
H -1.74 1.26 -0.27
H -2.48 -0.32 -0.28
H -2.45 1.38 -2.64
H -3.01 -0.23 -2.69
H -0.84 0.18 -3.50
*
```